DFT (ωB97M-V with the def2-TZVPD basis set) results for C2H8NS in the gas phase.

Element x y z (Å)
C (-0.099223, -0.509617, 0.149556)
C (0.409313, 0.889957, 0.498828)
S (-0.553747, 1.317129, 2.081464)
N (-0.128696, -0.693571, -1.418858)
H (0.429889, -1.300285, 0.600802)
H (-1.165131, -0.475138, 0.485407)
H (1.508780, 0.853654, 0.423430)
H (-0.245739, 1.507222, -0.162606)
H (0.524943, 0.860266, 2.712904)
H (-0.859246, -1.476878, -1.566246)
H (-0.470267, 0.165898, -1.837105)
H (0.649124, -1.138637, -1.967575)

Atoms 1-6, force components in eV/Å:
-1.119 1.516 -1.146
-2.596 -0.750 -0.684
1.861 -0.059 -0.253
-1.008 -2.329 1.605
0.547 -1.000 0.365
0.826 -0.769 -0.739

Expectation value of S²: 0.751
LUMO level (alpha / beta) in eV: 0.73 / 0.48
HOMO-LUMO gap (alpha / beta) in eV: 4.593 / 10.132
2S+1: 2
Energy in Eh: -533.77652
Max |F| in eV/A: 3.00

---

DFT (ωB97M-V with the def2-TZVPD basis set) results for a gas-phase ion, C2H8NS (charge +1).

Element x y z (Å)
C (1.929481, 0.083179, -0.157982)
S (0.485597, -0.881117, 0.359674)
C (-0.957569, 0.292034, 0.667344)
N (-2.139104, 0.038873, -0.112264)
H (2.716713, -0.157069, 0.539210)
H (2.187246, -0.213853, -1.163336)
H (1.714853, 1.143083, -0.143495)
H (0.097814, -1.499361, -0.768848)
H (-1.142953, 0.153403, 1.721358)
H (-0.554263, 1.272565, 0.456579)
H (-2.157269, 0.668362, -0.908066)
H (-2.180547, -0.900099, -0.490174)

Atoms 1-6, force components in eV/Å:
-0.209 -0.092 -0.220
0.216 -0.303 0.566
-0.678 -0.201 -0.579
0.933 0.236 -0.400
0.207 -0.049 0.109
0.170 -0.093 -0.196

LUMO level in eV: -3.93
HOMO-LUMO gap in eV: 10.884
Net charge: +1
Energy in Eh: -533.63960
Max |F| in eV/A: 1.04

---

DFT (ωB97M-V with the def2-TZVPD basis set) results for a molecular structure, C2H8NS.

Element x y z (Å)
C (-0.696765, 0.793996, -0.898502)
C (0.300618, -0.065623, -0.221601)
N (0.624909, 0.328809, 1.159409)
S (-0.729444, -2.172733, 0.148180)
H (-1.572231, 0.962230, -0.276972)
H (-1.021653, 0.331691, -1.827106)
H (-0.259029, 1.762986, -1.156677)
H (1.170459, -0.367088, -0.789200)
H (1.303581, 1.107898, 1.181412)
H (1.014966, -0.467944, 1.681300)
H (-0.238561, 0.634654, 1.634208)
H (0.103151, -2.848874, -0.634453)

Atoms 1-6, force components in eV/Å:
0.020 0.312 -0.107
-1.743 -3.615 -0.188
0.164 0.254 0.400
1.075 3.100 -0.108
-0.143 0.003 0.049
0.039 -0.056 0.031

LUMO level in eV: -4.92
HOMO-LUMO gap in eV: 8.898
Net charge: +1
Energy in Eh: -533.62912
Max |F| in eV/A: 4.02

---

DFT (ωB97M-V with the def2-TZVPD basis set) results for 2 unconnected molecules or ions with the total composition C2H8NS.

Element x y z (Å)
C (0.779778, 0.227054, 0.479836)
C (0.249397, -1.027662, 0.148897)
S (2.491902, 0.597051, -0.589243)
N (-2.073120, 0.724238, -0.324497)
H (1.100653, 0.404018, 1.519105)
H (0.238181, 1.126302, 0.256423)
H (0.049412, -1.816944, 0.777853)
H (0.257955, -1.225750, -0.959088)
H (3.293223, -0.389553, -0.090464)
H (-2.254944, 0.885226, -1.303166)
H (-2.833595, 0.403395, 0.183953)
H (-1.298843, 0.092623, -0.099604)

Atoms 1-6, force components in eV/Å:
3.270 1.637 1.589
0.484 0.296 -4.245
-1.384 -0.455 0.722
1.656 -0.830 -0.819
0.003 -0.414 -0.171
-0.565 0.706 -0.696

Expectation value of S²: 1.340
LUMO level (alpha / beta) in eV: -11.99 / -14.03
HOMO-LUMO gap (alpha / beta) in eV: 10.073 / 5.391
2S+1: 2
Net charge: +2
Energy in Eh: -533.00083
Max |F| in eV/A: 4.28

---

DFT (ωB97M-V with the def2-TZVPD basis set) results for 2 unconnected molecules or ions with the total composition C2H8O2.

Element x y z (Å)
O (0.867071, 0.262728, 0.741083)
C (-0.301383, 0.734979, 0.065634)
C (0.469716, -0.001442, 2.129001)
H (-0.155373, 0.779697, -1.026741)
H (-0.518949, 1.751848, 0.433403)
H (-1.170845, 0.090437, 0.278269)
H (1.394021, -0.234512, 2.683933)
H (-0.257156, -0.813377, 2.299412)
H (0.048140, 0.937249, 2.526154)
O (0.051985, -1.468920, -3.576084)
H (-0.287177, -0.620667, -3.941714)
H (-0.140051, -1.418020, -2.612351)

Atoms 1-6, force components in eV/Å:
-1.423 -0.777 0.978
0.151 0.204 0.108
1.092 0.811 -0.445
0.277 -0.098 0.511
-0.161 -0.198 -0.210
0.208 0.134 -0.101

LUMO level in eV: 0.76
HOMO-LUMO gap in eV: 10.909
Energy in Eh: -231.43454
Max |F| in eV/A: 1.89

---

DFT (ωB97M-V with the def2-TZVPD basis set) results for 2 unconnected molecules or ions with the total composition C2H8O2.

Element x y z (Å)
C (-0.204097, 1.219604, 1.885498)
O (0.538625, 0.663269, 0.817130)
H (0.197660, 0.573567, -0.793961)
H (-1.131962, 1.688118, 1.537120)
H (-0.477822, 0.447561, 2.611289)
H (0.412043, 1.964096, 2.392206)
C (0.172901, -1.314857, -1.788588)
O (-0.459188, -0.279030, -1.054489)
H (-0.025011, -0.158400, 0.327230)
H (0.069616, -1.148094, -2.863869)
H (1.235069, -1.406405, -1.537813)
H (-0.327833, -2.249431, -1.531752)

Atoms 1-6, force components in eV/Å:
-0.115 -0.118 -0.011
-0.867 -1.851 -0.382
-1.970 -2.434 -1.544
0.083 0.075 0.017
0.059 0.044 0.040
-0.059 -0.003 -0.075

LUMO level in eV: 0.97
HOMO-LUMO gap in eV: 10.983
Energy in Eh: -231.39917
Max |F| in eV/A: 3.49

---

DFT (ωB97M-V with the def2-TZVPD basis set) results for 2 unconnected molecules or ions with the total composition C2H8O2.

Element x y z (Å)
C (-4.943067, -0.138206, 0.018641)
O (-5.139670, -1.491829, 0.411105)
H (-4.573481, 0.469160, 0.840240)
H (-4.309795, -0.165074, -0.860476)
H (-5.901085, 0.342951, -0.260637)
H (-5.973785, -1.809473, 0.064838)
C (5.358346, 0.189775, -0.330427)
O (4.889945, 1.372600, 0.365764)
H (6.256836, 0.593230, -0.780525)
H (5.621895, -0.524540, 0.459104)
H (4.513963, -0.093731, -0.959730)
H (4.199899, 1.255141, 1.032105)

Atoms 1-6, force components in eV/Å:
-1.235 -0.120 -0.488
0.066 0.033 0.537
0.484 -0.262 0.025
0.399 0.564 -0.003
0.343 -0.246 -0.016
-0.057 0.032 -0.054

LUMO level in eV: 1.02
HOMO-LUMO gap in eV: 11.305
Energy in Eh: -231.42072
Max |F| in eV/A: 2.75

---

DFT (ωB97M-V with the def2-TZVPD basis set) results for C2H8O2P2Si in the gas phase.

Element x y z (Å)
C (-0.134343, 0.725013, -1.885290)
C (-0.407333, 0.500182, 1.236220)
O (3.680727, 0.994352, 0.475367)
O (2.138657, -0.599947, -0.671825)
Si (0.535473, 1.282552, -0.250420)
P (2.866496, 0.944572, -0.717290)
P (2.123900, -1.748931, 0.558948)
H (-0.310290, -0.422552, -1.841765)
H (-1.211767, 1.079944, -1.927200)
H (0.426682, 0.878766, -2.820413)
H (-1.450197, 0.809403, 1.203224)
H (-0.479967, -0.579857, 0.942319)
H (0.096721, 0.409705, 2.263948)
H (1.786532, -2.746334, -0.541238)
H (3.533253, -2.013501, 0.437873)

Atoms 1-6, force components in eV/Å:
-2.509 -2.186 -0.047
0.853 -1.801 -0.240
1.603 0.380 2.074
-0.934 1.261 0.026
0.566 -0.393 0.681
-0.453 -0.512 -1.623

LUMO level in eV: -0.94
HOMO-LUMO gap in eV: 6.824
Energy in Eh: -1203.62973
Max |F| in eV/A: 3.33